[1]
C26H54N2O17 | ωB97M-V/def2-TZVPD

Results
net charge: 0
SMILES: CCOC(=O)OC.CCOC(=O)OC.CCOC(=O)OC.CCOC(=O)OC.CCOC(=O)OC.CN(C)C=O.CN(C)C=O
electronic energy: -65624.9310 eV
strongest force on any atom: 2.78 eV Å⁻¹
highest occupied orbital energy: -8.67 eV

CARTESIAN COORDINATES (ANGSTROEM)
C 0.14228 6.21953 -0.43660
C -0.38181 4.92171 -0.98226
O -0.17677 3.88309 -0.03320
C -0.64315 2.70070 -0.33045
O -1.13600 2.38725 -1.37799
O -0.36920 1.89450 0.68878
C -0.61813 0.50742 0.51027
H 1.22803 6.28063 -0.40319
H -0.31650 6.38499 0.54124
H -0.16153 7.15550 -0.91495
H -0.20432 4.64768 -2.02882
H -1.46529 5.00306 -1.16988
H -0.25142 0.18432 -0.46240
H -1.70016 0.33094 0.55842
H -0.22914 -0.06562 1.34468
C 3.19338 -1.53442 -6.48286
C 3.24527 -0.38445 -5.48631
O 2.29364 -0.59464 -4.42795
C 1.16245 0.08238 -4.50445
O 0.87399 0.94710 -5.27660
O 0.39437 -0.40591 -3.52530
C -0.91947 0.11675 -3.42841
H 3.92345 -1.31244 -7.26809
H 2.25598 -1.37487 -7.02640
H 3.32982 -2.55622 -6.14987
H 3.04461 0.53462 -6.02850
H 4.21350 -0.37354 -4.98959
H -1.49228 -0.40775 -4.20352
H -1.05174 1.16254 -3.69687
H -1.46797 -0.08407 -2.51506
C -5.43067 -5.10497 6.39585
C -4.08860 -4.38063 6.54633
O -3.81470 -3.55095 5.43377
C -2.69036 -2.85093 5.43523
O -1.96930 -2.69045 6.38730
O -2.53080 -2.32355 4.22419
C -1.47523 -1.36718 4.09422
H -6.03058 -4.47763 5.73389
H -5.93945 -5.17135 7.35498
H -5.32139 -6.11481 6.00919
H -3.28549 -5.11874 6.61814
H -4.09292 -3.83310 7.48895
H -0.52450 -1.88958 4.20436
H -1.58280 -0.60902 4.86676
H -1.48771 -0.97708 3.08370
C 3.62557 -5.29598 1.71579
C 2.64232 -4.61359 0.76441
O 1.36569 -4.56726 1.36301
C 0.72393 -3.41025 1.41340
O 1.12147 -2.37211 0.95464
O -0.39451 -3.46017 2.12316
C -1.16527 -4.66352 1.96043
H 4.61819 -5.51295 1.31835
H 3.27183 -6.14877 2.29145
H 3.90667 -4.54950 2.47255
H 2.67616 -5.19365 -0.15968
H 3.01737 -3.61725 0.54266
H -0.76966 -5.44717 2.60825
H -1.20766 -5.00740 0.93021
H -2.19057 -4.52197 2.29401
C -5.77260 -5.80874 -2.06311
C -5.86225 -4.41044 -1.53755
O -4.79149 -3.61364 -2.12706
C -3.58065 -3.73711 -1.65522
O -3.27154 -4.34667 -0.65769
O -2.69973 -3.11466 -2.42433
C -1.33909 -3.08898 -1.99983
H -6.54773 -6.46687 -1.66022
H -4.81654 -6.25688 -1.79213
H -5.93645 -5.87299 -3.13955
H -5.69790 -4.34007 -0.46296
H -6.70718 -3.87433 -1.96510
H -0.95881 -4.07992 -1.74942
H -1.27051 -2.41751 -1.14456
H -0.77908 -2.73205 -2.85921
C 3.46674 8.95432 2.89190
N 3.36791 7.81013 2.00986
C 4.00127 7.88828 0.69888
C 2.47158 6.83504 2.28441
O 1.73186 6.82245 3.25291
H 2.78831 8.91217 3.73374
H 3.18584 9.83988 2.30109
H 4.49613 9.19686 3.16531
H 4.49298 8.84927 0.57078
H 4.75080 7.10219 0.61295
H 3.27846 7.73337 -0.09991
H 2.56120 5.97341 1.60165
C 2.09834 3.07286 -3.10218
N 2.68397 3.56597 -1.84933
C 2.64328 2.67751 -0.71793
C 3.32973 4.74635 -1.88626
O 3.81461 5.27930 -0.90205
H 2.61249 2.16361 -3.40676
H 2.08249 3.83731 -3.87667
H 1.02698 2.93666 -2.92652
H 3.60619 2.15181 -0.69702
H 2.65909 3.21833 0.23004
H 1.78459 2.01463 -0.72202
H 3.40378 5.16997 -2.89229

Force components x, y, z for each atom (eV/Å):
C 0.1 0.7 0.4
C -2.3 0.6 -1.4
O 0.7 1.1 0.4
C 0.5 -0.7 0.0
O -0.6 -0.3 -0.5
O 0.2 0.0 0.6
C -1.3 -0.3 -0.2
H 0.1 -0.3 0.3
H 0.5 -0.4 0.3
H -0.2 -0.6 -0.8
H 1.5 -0.2 0.3
H -0.2 0.2 0.9
H 0.2 -0.2 0.2
H 0.0 0.1 -0.3
H 0.7 0.3 -0.1
C -0.4 1.3 -1.1
C 0.6 -1.1 0.1
O 0.7 0.0 -0.4
C -0.5 -0.5 0.8
O -0.1 0.4 -0.5
O 0.0 0.4 0.9
C -1.8 -0.2 -1.9
H 0.3 -0.2 0.2
H -0.2 -0.7 0.2
H -0.1 0.1 0.4
H 0.0 0.2 0.3
H 0.0 0.3 0.0
H -0.1 0.0 0.0
H 0.7 0.1 0.3
H 0.9 -0.1 0.5
C 0.3 0.7 -0.3
C 0.2 -1.1 1.1
O -0.8 -0.2 -0.8
C 0.3 0.4 0.5
O 0.1 -0.1 -0.2
O -0.4 0.0 -0.3
C 0.6 -0.5 0.4
H -0.3 -0.3 0.0
H 0.0 0.0 0.1
H 0.0 0.1 -0.3
H 0.1 0.1 0.1
H 0.2 0.4 -0.2
H 0.0 0.2 0.2
H 0.1 0.1 -0.2
H -0.4 0.1 0.0
C 0.6 1.2 1.4
C 1.9 -0.7 -0.3
O -0.4 -0.8 0.0
C 0.5 1.1 0.1
O 0.1 0.1 -0.1
O -0.9 -0.5 -0.4
C -0.3 -0.9 0.7
H -0.4 -0.3 -0.7
H -0.3 -0.2 -0.5
H -0.3 -0.1 0.2
H -0.9 0.1 -0.1
H -0.3 0.1 0.0
H 0.2 0.0 -0.2
H 0.2 0.2 -0.1
H 0.1 0.7 0.0
C -0.3 -1.0 0.0
C 0.9 0.6 -0.6
O -0.3 0.4 -1.0
C 0.9 -0.6 0.9
O -0.1 -0.2 0.4
O -0.5 0.3 -0.9
C 0.0 -0.1 0.1
H 0.0 0.2 0.3
H 0.0 0.0 -0.1
H 0.3 0.3 0.0
H -0.6 -0.1 0.0
H -0.4 -0.2 0.7
H -0.2 0.0 0.2
H 0.3 -0.1 0.0
H 0.0 0.3 0.1
C 0.0 1.3 -1.1
N -0.2 0.3 0.3
C 0.2 -0.6 0.2
C 0.4 -0.3 0.5
O 0.0 0.0 -0.2
H 0.1 -0.4 0.1
H -0.2 0.0 0.2
H 0.0 -0.6 0.3
H -0.1 0.1 0.1
H 0.0 0.1 -0.2
H 0.0 0.1 0.0
H -0.2 0.2 -0.2
C -0.6 0.3 0.8
N -0.8 0.4 -1.8
C 1.3 0.4 0.9
C 0.1 -0.5 1.2
O 0.2 0.2 -0.1
H -0.2 0.0 -0.3
H 0.6 0.0 -0.1
H 0.1 -0.7 0.0
H -0.4 -0.6 0.0
H -0.3 0.3 -0.2
H 0.1 -0.1 -0.3
H -0.1 0.2 -0.2

Atom charges from the Mulliken analysis, given in e for atoms 1 to 5:
1 C -1.16
2 C -0.13
3 O -0.32
4 C 0.82
5 O -0.58

***

[2]
C26H55B3FO14PS6 | ωB97M-V/def2-TZVPD

Results
net charge: 0
electronic energy: -135571.1695 eV
strongest force on any atom: 1.70 eV Å⁻¹
highest occupied orbital energy: -8.25 eV

CARTESIAN COORDINATES (ANGSTROEM)
C 7.77411 -1.84182 2.62915
C 6.81049 -0.65184 2.47720
O 5.46863 -1.02660 2.26706
C 4.87632 -1.62290 3.40478
B 3.59720 -2.41387 2.92734
O 3.15477 -3.57027 3.55816
B 2.66801 -4.48166 2.67272
P 3.33227 -6.29390 2.79616
S 3.42737 -6.81098 4.69789
O 1.73447 -4.08474 1.76476
B 1.72085 -2.69742 1.65006
C 0.38659 -1.89955 1.37380
F 0.73363 -0.58374 0.97375
C -0.45519 -1.78240 2.63985
C 0.37187 -1.51133 3.89180
O 2.88858 -1.98607 1.83210
H 7.23982 -2.74489 2.35405
H 8.03936 -1.95611 3.67457
H 8.66503 -1.73284 2.02685
H 7.10619 -0.09680 1.59242
H 6.92070 0.03752 3.31672
H 5.53158 -2.34247 3.90118
H 4.57600 -0.88319 4.15655
H 2.48976 -7.15449 2.06998
H 4.61595 -6.38098 2.21976
H -0.21264 -2.33866 0.58104
H -1.10886 -0.93158 2.47433
H -1.07449 -2.66734 2.74928
H 1.14439 -0.77088 3.70962
H 0.83924 -2.42932 4.23739
H -0.24820 -1.12428 4.68528
C -4.02072 -0.45066 -2.67789
C -2.63568 0.12430 -2.99499
C -1.67057 -0.36141 -1.90880
S -2.32138 -1.93144 -1.33534
O -2.71900 -1.79872 0.04700
O -1.43785 -2.99466 -1.75380
C -3.78334 -1.92266 -2.36230
H -4.70742 -0.32870 -3.51374
H -4.45071 0.05481 -1.80858
H -2.30669 -0.23634 -3.96637
H -2.65274 1.21101 -3.04172
H -0.66574 -0.51604 -2.29368
H -1.63814 0.31600 -1.05679
H -4.60637 -2.39561 -1.83201
H -3.54602 -2.47912 -3.26667
C 0.65108 3.84284 -3.34604
C 1.60178 4.02650 -4.53582
C 1.39833 2.83111 -5.47373
S -0.29763 2.29274 -5.22653
O -0.27612 0.96916 -4.64406
O -1.07257 2.57874 -6.40746
C -0.70277 3.47205 -3.94305
H 0.57864 4.74241 -2.74297
H 1.01260 3.03288 -2.70680
H 1.35498 4.95280 -5.05813
H 2.64042 4.09780 -4.21605
H 1.53333 3.09474 -6.51958
H 2.05009 1.99897 -5.21405
H -1.38241 3.01580 -3.23007
H -1.17647 4.32654 -4.41630
C -2.93578 5.66706 0.51779
C -2.79056 7.19442 0.56322
C -2.22043 7.64146 -0.78965
S -2.76480 6.41889 -1.98812
O -1.60515 5.72173 -2.49782
O -3.72793 7.00609 -2.88105
C -3.59867 5.35192 -0.81973
H -3.52511 5.29041 1.35178
H -1.94995 5.19936 0.56441
H -3.77056 7.64929 0.71826
H -2.14875 7.51428 1.38225
H -2.59013 8.61675 -1.09456
H -1.13217 7.64197 -0.78940
H -3.48567 4.31585 -1.13092
H -4.65188 5.62992 -0.81828
C 0.09469 -0.90084 10.07851
C 1.27625 -1.81091 9.71854
C 1.05651 -2.30210 8.28205
S 0.09330 -1.02811 7.45820
O -1.19681 -1.57115 7.11650
O 0.91750 -0.36072 6.48389
C -0.08633 0.03492 8.88733
H 0.27628 -0.34532 10.99729
H -0.80646 -1.50106 10.22037
H 2.20490 -1.23959 9.77452
H 1.36634 -2.64874 10.40786
H 1.99166 -2.43655 7.74469
H 0.47673 -3.22234 8.25279
H -1.05967 0.51882 8.85603
H 0.70688 0.78038 8.84372
C -1.85654 -2.19226 -8.51371
C -0.85232 -2.61832 -7.43383
C -1.51457 -2.37863 -6.07142
S -3.28357 -2.53783 -6.34449
O -3.90161 -1.25587 -6.10598
O -3.76776 -3.73092 -5.69492
C -3.19179 -2.81074 -8.10927
H -1.55033 -2.52232 -9.50527
H -1.94071 -1.10362 -8.53138
H -0.62046 -3.67900 -7.55023
H 0.08373 -2.06805 -7.51323
H -1.20819 -3.10968 -5.32671
H -1.32402 -1.37060 -5.70310
H -4.05161 -2.35119 -8.59081
H -3.19922 -3.88752 -8.27538

Force components x, y, z for each atom (eV/Å):
C -0.8 0.2 0.6
C 0.7 0.0 -0.5
O 0.1 0.0 0.2
C -0.6 -0.5 -0.1
B 0.1 0.8 -0.1
O 1.1 -0.3 0.1
B -0.5 -0.3 -0.1
P 0.0 -0.6 1.6
S -0.1 0.0 -0.2
O 0.3 0.1 0.1
B -0.8 0.8 -0.9
C 0.2 -0.1 0.0
F -0.1 -0.2 -0.1
C 0.3 0.3 0.0
C -0.3 -0.2 -0.4
O -0.1 -0.5 0.4
H 0.1 -0.2 -0.3
H 0.3 -0.1 0.1
H 0.2 0.0 -0.1
H -0.2 0.1 -0.2
H -0.2 0.0 0.2
H 0.2 0.1 0.1
H 0.1 0.2 0.1
H 0.2 0.2 -0.4
H -0.3 0.1 -0.5
H 0.0 0.0 -0.2
H -0.3 0.0 -0.2
H -0.1 -0.1 0.0
H 0.1 0.2 -0.1
H 0.2 -0.1 0.2
H -0.1 -0.1 0.1
C 0.1 0.1 0.1
C -0.2 -0.1 0.1
C 0.1 0.3 -0.2
S -0.1 0.2 -0.4
O 0.1 -0.2 0.1
O 0.0 -0.1 0.3
C -0.3 0.1 -0.1
H 0.0 -0.1 0.0
H 0.0 0.0 0.0
H 0.0 0.0 0.0
H 0.0 0.0 0.0
H 0.0 -0.1 0.1
H 0.0 -0.1 0.1
H 0.1 -0.1 0.1
H 0.0 -0.1 0.0
C 0.1 -0.1 0.0
C -0.1 0.0 0.0
C 0.3 0.2 0.0
S 0.0 0.4 0.1
O 0.0 -0.1 -0.3
O 0.0 -0.3 0.0
C 0.3 0.0 0.1
H -0.1 0.0 0.0
H 0.0 0.0 0.0
H 0.0 0.0 0.0
H 0.0 0.0 0.0
H -0.1 -0.1 0.0
H -0.1 -0.1 0.0
H 0.0 -0.1 -0.1
H 0.0 0.0 -0.1
C 0.1 0.1 0.0
C 0.0 -0.1 0.0
C 0.0 0.1 0.3
S -0.2 0.1 0.2
O -0.2 0.2 0.0
O 0.2 -0.1 -0.2
C 0.0 -0.1 0.3
H 0.0 0.0 0.0
H 0.0 0.0 0.0
H 0.0 0.0 0.0
H 0.0 0.0 0.0
H 0.0 0.0 -0.1
H 0.0 -0.1 -0.1
H 0.0 0.0 -0.1
H 0.0 0.0 -0.1
C 0.0 -0.1 0.0
C 0.0 0.1 0.0
C 0.2 -0.2 0.3
S 0.3 0.1 0.4
O 0.0 0.1 -0.2
O -0.1 0.1 0.0
C -0.1 0.0 0.3
H 0.0 0.0 0.0
H 0.0 0.0 0.0
H 0.0 0.0 0.0
H 0.0 0.0 0.0
H -0.1 0.0 -0.1
H -0.1 0.0 -0.1
H 0.0 0.0 -0.1
H 0.0 0.0 -0.1
C 0.0 0.0 0.1
C -0.1 0.0 0.0
C 0.3 0.0 -0.1
S 0.3 -0.1 -0.1
O -0.2 -0.1 0.2
O -0.2 0.2 0.1
C 0.1 0.1 -0.3
H 0.0 0.0 0.0
H 0.0 0.0 0.0
H 0.0 0.0 0.0
H 0.0 0.0 0.0
H -0.1 0.0 0.1
H -0.1 0.0 0.0
H -0.1 0.0 0.1
H 0.0 0.0 0.1

Atom charges from the Mulliken analysis, given in e for atoms 1 to 5:
1 C -1.12
2 C -0.25
3 O -0.35
4 C -0.68
5 B 0.13

***

[3]
C26H55O9 | ωB97M-V/def2-TZVPD

Results
net charge: -1
electronic energy: -46278.7435 eV
strongest force on any atom: 1.03 eV Å⁻¹
highest occupied orbital energy: -3.90 eV

CARTESIAN COORDINATES (ANGSTROEM)
C 4.40998 -5.92811 4.11238
O 4.52833 -4.99753 3.06269
C 5.84763 -4.64573 2.70073
C 6.20928 -3.20162 3.10776
C 4.99997 -2.30034 3.36518
C 4.01207 -2.21302 2.18916
C 3.44911 -0.80244 1.92356
C 1.92291 -0.72542 1.81488
C 1.17346 -1.32883 3.00248
C -0.32449 -1.01475 2.98617
C -1.10806 -1.90718 2.01181
C -1.74340 -3.14919 2.66561
C -1.54787 -4.43482 1.86158
C -2.36426 -5.61136 2.38330
C -2.43785 -6.84012 1.42662
O -3.43991 -7.56629 1.58082
O -1.47005 -6.97625 0.61683
H 5.10573 -6.76533 3.97817
H 3.39105 -6.31269 4.09503
H 4.59724 -5.46376 5.08992
H 5.93326 -4.77140 1.61695
H 6.55764 -5.34577 3.15832
H 6.81443 -2.75186 2.31257
H 6.83966 -3.22227 4.00292
H 5.37590 -1.29740 3.59649
H 4.48257 -2.64611 4.26504
H 3.19599 -2.91271 2.36505
H 4.50877 -2.58275 1.28542
H 3.77349 -0.11403 2.71361
H 3.88176 -0.41781 0.99385
H 1.59330 -1.19713 0.88241
H 1.63536 0.33103 1.73979
H 1.63651 -0.96584 3.92920
H 1.28132 -2.41961 3.00640
H -0.47423 0.04398 2.74210
H -0.72108 -1.16663 3.99629
H -1.86983 -1.30905 1.50499
H -0.43014 -2.25292 1.22117
H -1.32451 -3.28420 3.67177
H -2.81876 -2.98788 2.81011
H -1.80461 -4.25872 0.81061
H -0.48585 -4.70321 1.86272
H -1.92681 -5.96907 3.32634
H -3.38521 -5.29546 2.62575
C -4.72211 1.26080 -2.80778
O -4.93342 1.75992 -1.50908
C -5.03874 0.79225 -0.48022
C -4.17800 1.15553 0.71000
O -2.78395 1.05889 0.48694
C -2.14545 1.99660 -0.35402
C -2.04292 3.40116 0.19294
O -3.28953 4.06886 0.22751
C -3.53676 4.82857 1.38423
H -5.66609 1.06188 -3.32676
H -4.17653 2.02517 -3.36445
H -4.12309 0.34499 -2.79541
H -4.75298 -0.19938 -0.84596
H -6.08049 0.73889 -0.13889
H -4.37950 0.41135 1.48462
H -4.46104 2.13670 1.10083
H -2.56896 1.99456 -1.36047
H -1.11761 1.63202 -0.43414
H -1.35258 3.95342 -0.46076
H -1.59830 3.36365 1.19425
H -3.11772 4.35209 2.27660
H -4.61704 4.90615 1.50816
H -3.12189 5.84025 1.30125
C 0.63838 6.55408 -2.88958
O 1.05611 5.76522 -3.97831
C 1.95089 4.71784 -3.65496
C 1.52993 3.40201 -4.26762
O 0.35125 2.86291 -3.70397
C -0.89692 3.35781 -4.14951
C -1.33184 2.86768 -5.51058
O -0.55489 3.42744 -6.55212
C -0.20192 2.54088 -7.58786
H 1.38512 7.31261 -2.62771
H -0.28222 7.05814 -3.18171
H 0.43512 5.94192 -2.00484
H 2.02697 4.59931 -2.56847
H 2.95116 4.96123 -4.03768
H 2.31400 2.67998 -4.02296
H 1.46576 3.48243 -5.35444
H -0.94830 4.44825 -4.09029
H -1.61745 2.95502 -3.43186
H -2.38345 3.15715 -5.64343
H -1.27904 1.77354 -5.53448
H -0.01014 1.53312 -7.20670
H 0.71024 2.91624 -8.05167
H -0.98391 2.48244 -8.35310

Force components x, y, z for each atom (eV/Å):
C 0.1 0.0 0.1
O -0.1 -0.2 -0.1
C 0.1 0.1 0.0
C 0.0 -0.1 0.1
C 0.0 0.1 0.0
C 0.0 -0.1 -0.1
C 0.0 0.0 0.0
C 0.0 0.0 0.0
C 0.0 -0.1 0.0
C 0.0 0.0 0.1
C 0.0 0.0 -0.1
C 0.0 -0.1 0.0
C 0.0 0.0 0.0
C 0.1 0.0 0.0
C 0.7 0.1 -0.5
O 0.0 -0.1 0.0
O -0.8 0.1 0.7
H -0.1 0.0 0.0
H 0.0 0.0 0.0
H 0.0 0.0 0.0
H -0.1 0.1 0.0
H 0.0 0.0 -0.1
H 0.0 -0.1 0.0
H -0.1 0.0 0.0
H 0.0 -0.1 0.0
H 0.0 0.0 -0.1
H 0.1 0.0 0.0
H 0.0 0.1 0.0
H 0.0 -0.1 0.0
H 0.0 0.1 0.1
H 0.0 0.0 0.1
H 0.0 0.0 -0.1
H 0.0 0.0 0.0
H 0.1 0.1 0.1
H 0.0 0.0 0.0
H -0.1 0.1 -0.1
H 0.0 -0.1 0.0
H 0.0 0.1 0.0
H 0.0 0.0 0.0
H 0.1 0.1 0.0
H 0.0 0.0 0.1
H -0.1 0.0 -0.1
H -0.1 0.0 0.0
H 0.0 0.0 -0.1
C 0.0 0.0 0.0
O 0.1 0.1 0.0
C -0.1 0.0 0.0
C -0.1 0.0 0.1
O 0.0 0.0 0.1
C 0.2 -0.1 -0.1
C 0.1 0.2 0.0
O -0.1 -0.2 0.0
C 0.1 0.1 0.0
H 0.0 -0.1 0.0
H 0.0 0.0 0.0
H 0.0 0.0 0.0
H 0.0 0.0 0.0
H 0.0 -0.1 0.0
H 0.0 0.0 0.0
H 0.0 0.0 -0.1
H -0.1 0.1 0.1
H 0.0 0.0 -0.1
H 0.0 0.0 0.1
H 0.0 0.0 0.0
H 0.0 0.0 0.0
H 0.0 0.0 0.0
H 0.0 0.0 0.0
C 0.0 0.0 0.0
O -0.2 -0.1 -0.1
C 0.2 0.1 0.1
C 0.1 0.0 0.0
O 0.0 -0.1 0.0
C -0.2 0.1 0.2
C -0.2 0.0 -0.1
O 0.2 0.0 0.1
C -0.1 0.0 -0.1
H 0.0 0.0 0.0
H 0.0 0.0 0.0
H 0.0 0.0 0.0
H 0.0 0.0 0.0
H 0.0 0.0 0.1
H 0.0 0.0 -0.1
H -0.1 0.1 0.0
H 0.1 0.0 -0.1
H 0.0 0.1 0.0
H 0.0 -0.1 0.0
H 0.1 0.0 0.0
H 0.0 0.0 0.0
H 0.0 0.0 0.0
H 0.0 0.0 0.0

Atom charges from the Mulliken analysis, given in e for atoms 1 to 5:
1 C -0.80
2 O -0.23
3 C -0.58
4 C -0.84
5 C -0.70